(1)
C5H13NOSi in the gas phase in a non-equilibrium geometry, computed with ωB97M-V/def2-TZVPD.

Geometry as XYZ:
```
21
Properties=species:S:1:pos:R:3:lowdin_charge:R:1
C -1.17 0.30 -1.44 -0.5849
C -1.57 -0.74 -2.47 -0.0267
C -0.54 0.46 1.98 -0.1678
C 2.08 1.51 0.65 -0.1820
C 1.29 -1.73 0.82 -0.1521
N -1.78 1.33 -1.18 0.1569
O -0.09 -0.10 -0.77 -0.1371
Si 0.77 0.17 0.58 0.4949
H -2.46 -1.46 -2.11 0.1261
H -0.76 -1.47 -2.61 0.0681
H -2.00 -0.35 -3.41 0.0725
H -1.45 0.92 1.67 -0.0037
H -0.79 -0.43 2.61 0.0317
H -0.13 1.16 2.75 0.0220
H 2.35 1.69 1.72 0.0362
H 2.95 1.00 0.19 0.0212
H 1.88 2.52 0.11 0.0726
H 0.74 -2.09 1.68 -0.0044
H 1.02 -2.34 -0.10 0.0352
H 2.40 -1.95 0.89 0.0285
H -2.72 1.57 -1.58 0.0928
```

Charge   0
Energy relative to the best compared isomer or geometry (same formula, charge and spin)   75.05 kJ/mol
Kohn-Sham gap   10.6 eV
Lowest unoccupied orbital energy   0.843 eV
SMILES   [H]/N=C(\C)O[Si](C)(C)C
M   131.25 g mol⁻¹

***

(2)
9 unconnected molecules or ions with the total composition C56H129N6O10 in a non-equilibrium geometry, computed with ωB97M-V/def2-TZVPD.

Geometry as XYZ:
```
201
Properties=species:S:1:pos:R:3:lowdin_charge:R:1
C -3.06 -5.12 -1.11 -0.0500
C -4.49 -4.66 -1.14 -0.1886
N -4.75 -3.24 -1.27 -0.2758
C -4.30 -2.57 -0.01 0.0293
C -3.91 -2.66 -2.36 -0.1797
C -4.13 -3.14 -3.76 -0.0298
C -6.22 -2.93 -1.50 -0.0623
C -6.72 -1.55 -1.86 -0.1645
O -6.62 -0.61 -0.79 -0.2486
C -7.65 -0.43 0.12 -0.0841
H -2.43 -4.32 -0.71 0.0448
H -2.83 -5.41 -2.10 0.0715
H -2.99 -5.98 -0.46 0.1004
H -4.95 -4.90 -0.19 0.1272
H -4.99 -5.24 -1.93 0.1471
H -3.21 -2.58 0.09 0.0626
H -4.73 -3.13 0.83 0.1246
H -4.68 -1.55 -0.07 0.0964
H -2.91 -2.94 -2.00 0.1044
H -4.03 -1.59 -2.28 0.0947
H -3.99 -4.21 -3.90 0.0844
H -3.46 -2.62 -4.44 0.0929
H -5.14 -2.89 -4.11 0.0884
H -6.66 -3.23 -0.55 0.1398
H -6.58 -3.65 -2.26 0.1496
H -7.75 -1.70 -2.18 0.1444
H -6.23 -1.01 -2.68 0.1260
H -7.31 0.01 1.04 0.0818
H -8.09 -1.40 0.44 0.0978
H -8.42 0.15 -0.44 0.1139
C 2.28 7.43 0.77 -0.0345
C 1.08 6.78 1.37 -0.1830
N 1.08 5.55 2.19 -0.3078
C -0.25 5.33 2.69 -0.0004
C 1.51 4.41 1.32 -0.1538
C 1.63 3.03 1.86 -0.0511
C 1.96 5.74 3.31 -0.1094
C 1.65 6.52 4.60 -0.2066
O 1.82 7.88 4.40 -0.1871
C 2.04 8.62 5.59 -0.0643
H 3.06 7.59 1.49 0.0836
H 1.94 8.41 0.46 0.1060
H 2.66 6.91 -0.10 0.0836
H 0.32 6.60 0.62 0.1432
H 0.67 7.52 2.03 0.1282
H -0.60 6.21 3.17 0.1104
H -0.35 4.43 3.28 0.1140
H -0.95 5.22 1.88 0.1059
H 2.42 4.88 0.95 0.1262
H 0.79 4.35 0.49 0.1308
H 0.68 2.67 2.27 0.0769
H 2.39 2.88 2.60 0.0664
H 1.79 2.49 0.93 0.0444
H 2.91 6.17 3.01 0.1469
H 2.13 4.71 3.64 0.1321
H 2.43 6.03 5.19 0.1404
H 0.65 6.41 5.07 0.1410
H 2.09 9.65 5.28 0.0938
H 2.93 8.31 6.11 0.0949
H 1.18 8.49 6.24 0.0933
C 0.35 -5.20 0.02 -0.0217
C 1.50 -4.73 -0.93 -0.1281
N 1.76 -5.66 -2.06 -0.2854
C 3.06 -5.39 -2.70 0.0324
C 1.89 -7.08 -1.58 -0.1688
C 2.98 -7.24 -0.53 -0.0292
C 0.75 -5.59 -3.12 -0.1052
C 0.10 -4.27 -3.49 -0.2053
O 1.08 -3.42 -3.97 -0.1854
C 0.85 -2.05 -3.93 -0.1034
H -0.60 -5.30 -0.50 0.0444
H 0.26 -4.37 0.72 0.0568
H 0.58 -6.14 0.52 0.0879
H 2.36 -4.63 -0.32 0.0791
H 1.37 -3.75 -1.39 0.1210
H 2.99 -4.46 -3.22 0.1007
H 3.24 -6.26 -3.35 0.1328
H 3.74 -5.44 -1.90 0.0843
H 1.92 -7.69 -2.48 0.1326
H 0.91 -7.35 -1.19 0.1179
H 2.94 -8.24 -0.09 0.0982
H 2.89 -6.50 0.27 0.0713
H 3.96 -7.16 -1.03 0.0938
H -0.04 -6.23 -2.77 0.1262
H 1.07 -6.07 -4.04 0.1518
H -0.44 -3.74 -2.69 0.1093
H -0.58 -4.59 -4.32 0.1465
H 1.80 -1.50 -3.67 0.0945
H 0.13 -1.77 -3.15 0.0722
H 0.51 -1.66 -4.89 0.0948
C -2.37 2.17 1.60 -0.0331
C -2.63 3.04 0.40 -0.1458
N -3.66 2.54 -0.60 -0.2509
C -3.92 3.55 -1.67 0.0238
C -2.96 1.34 -1.28 -0.1160
C -3.50 0.97 -2.64 -0.0438
C -4.88 2.08 0.00 -0.1425
C -5.63 3.00 0.88 -0.2228
O -5.98 4.09 0.08 -0.1906
C -6.96 4.87 0.78 -0.0523
H -1.53 2.74 2.05 0.0683
H -2.01 1.17 1.52 0.0492
H -3.19 2.20 2.30 0.0767
H -1.76 3.23 -0.22 0.1040
H -3.07 4.02 0.71 0.1447
H -4.74 3.24 -2.29 0.1126
H -2.98 3.77 -2.20 0.1275
H -4.24 4.45 -1.21 0.0907
H -2.99 0.58 -0.52 0.0976
H -1.93 1.67 -1.33 0.1080
H -3.52 1.75 -3.38 0.0800
H -4.50 0.53 -2.64 0.0686
H -2.87 0.13 -3.00 0.0873
H -4.63 1.18 0.55 0.1383
H -5.49 1.70 -0.82 0.1383
H -5.09 3.36 1.75 0.1249
H -6.48 2.47 1.30 0.1273
H -7.19 5.71 0.14 0.0935
H -6.55 5.33 1.70 0.1035
H -7.81 4.23 0.99 0.0959
C 3.43 1.51 -6.13 -0.0737
C 4.26 2.30 -5.06 -0.1935
C 4.72 1.31 -3.99 -0.1257
N 5.76 1.85 -3.05 -0.2648
C 6.10 0.72 -2.13 -0.1154
C 4.98 0.35 -1.13 -0.1178
C 4.52 1.59 -0.29 -0.1255
C 4.16 2.74 -1.30 -0.1474
C 5.30 3.04 -2.21 -0.1161
C 7.06 2.28 -3.77 0.0501
H 4.17 0.80 -6.52 0.0801
H 3.12 2.13 -6.97 0.0816
H 2.53 0.99 -5.86 0.0601
H 3.63 3.11 -4.67 0.1128
H 5.08 2.76 -5.59 0.1031
H 5.19 0.48 -4.49 0.1293
H 3.91 1.01 -3.34 0.1040
H 6.31 -0.12 -2.78 0.1361
H 7.03 1.00 -1.65 0.1298
H 4.16 -0.09 -1.70 0.1059
H 5.41 -0.45 -0.53 0.1081
H 3.59 1.31 0.19 0.0870
H 5.27 1.89 0.48 0.1318
H 3.30 2.41 -1.93 0.1099
H 3.84 3.62 -0.77 0.1070
H 5.00 3.81 -2.94 0.1344
H 6.19 3.46 -1.70 0.1522
H 7.86 2.27 -3.01 0.1141
H 7.01 3.28 -4.20 0.1079
H 7.22 1.50 -4.50 0.1101
C 3.53 -0.19 4.11 -0.1028
C 2.61 -1.27 4.68 -0.1912
C 1.16 -0.91 4.17 -0.1008
N 0.12 -2.03 4.29 -0.2429
C -1.22 -1.30 4.00 -0.1142
C -2.43 -2.24 4.01 -0.1561
C -2.27 -3.40 3.01 -0.1516
C -0.89 -4.07 3.32 -0.1441
C 0.25 -3.15 3.25 -0.0992
C 0.12 -2.48 5.70 0.0156
H 3.60 -0.43 3.05 0.0615
H 4.54 -0.25 4.50 0.0876
H 3.17 0.82 4.24 0.0647
H 2.61 -1.13 5.74 0.1014
H 2.99 -2.19 4.34 0.0896
H 1.13 -0.56 3.12 0.1364
H 0.83 -0.12 4.87 0.1327
H -1.17 -0.85 2.99 0.1106
H -1.36 -0.56 4.78 0.1277
H -3.30 -1.59 3.78 0.1280
H -2.54 -2.64 5.05 0.1183
H -2.23 -3.08 1.99 0.0633
H -3.11 -4.09 3.11 0.1180
H -0.74 -4.91 2.63 0.1146
H -0.90 -4.40 4.35 0.1070
H 0.40 -2.60 2.29 0.1241
H 1.22 -3.65 3.45 0.1462
H 0.27 -1.55 6.26 0.1161
H 1.03 -3.02 5.87 0.1052
H -0.72 -3.13 6.01 0.1098
C 4.92 -2.72 2.07 -0.0251
C 3.69 -3.38 1.65 -0.8066
O 3.44 -4.56 1.86 -0.0242
O 2.92 -2.64 0.97 -0.1026
H 5.75 -3.43 2.25 0.0952
H 4.76 -2.19 3.00 0.0438
H 5.24 -2.04 1.30 0.0559
C 0.53 -0.87 -0.09 -0.0029
C -0.83 -1.51 0.13 -0.6566
O -1.07 -2.66 -0.36 -0.0915
O -1.63 -0.84 0.87 -0.1155
H 0.96 -1.18 -1.04 0.0572
H 1.22 -1.24 0.68 0.0444
H 0.55 0.22 0.02 0.0511
C 0.62 1.49 -2.97 -0.0088
C 0.50 2.46 -1.79 -0.7810
O 0.86 2.07 -0.66 -0.0940
O -0.05 3.54 -2.04 -0.0550
H 0.90 2.05 -3.86 0.0784
H -0.36 1.02 -3.10 0.0661
H 1.28 0.70 -2.65 0.0396
```

Charge   +3
Kohn-Sham gap   7.5 eV
Lowest unoccupied orbital energy   -4.911 eV
M   1046.68 g mol⁻¹

***

(3)
2 unconnected molecules or ions with the total composition CH4O3S in a non-equilibrium geometry, computed with ωB97M-V/def2-TZVPD.

Geometry as XYZ:
```
9
Properties=species:S:1:pos:R:3:lowdin_charge:R:1
C -1.49 -0.24 0.17 -0.1787
O 0.58 -1.82 -0.44 -0.4705
O 2.55 0.89 0.05 0.0118
O 0.77 0.70 -0.14 -0.4152
S 0.34 -0.76 0.48 0.8455
H -1.93 -1.30 0.02 0.0817
H -1.53 0.39 -0.67 0.0079
H -1.78 0.42 1.02 0.0537
H 2.49 1.70 -0.50 0.0639
```

Charge   0
Energy relative to the best compared isomer or geometry (same formula, charge and spin)   164.81 kJ/mol
Spin multiplicity   3
Kohn-Sham gap (spin up / spin down)   10.1 / 6.4 eV
Lowest unoccupied orbital energy (spin up / spin down)   0.734 / -3.043 eV
M   96.11 g mol⁻¹
Expectation value of S²   2.014

***

(4)
2 unconnected molecules or ions with the total composition C2H11N2Si in a non-equilibrium geometry, computed with ωB97M-V/def2-TZVPD.

Geometry as XYZ:
```
16
Properties=species:S:1:pos:R:3:lowdin_charge:R:1
C -0.36 1.15 0.39 -0.0449
C 0.40 0.19 -0.48 -0.3622
N -0.15 -1.00 -0.64 0.1422
N -2.61 -0.90 1.52 0.0180
Si 2.30 0.39 -0.94 0.7938
H -0.02 1.00 1.35 0.0903
H -0.03 2.08 0.13 0.0518
H -1.41 0.92 0.43 0.0668
H 0.37 -1.94 -0.79 0.1817
H -1.09 -1.10 -0.14 0.1097
H -2.19 -1.69 1.93 0.0088
H -3.53 -1.34 1.16 0.0945
H -2.97 -0.39 2.29 0.0157
H 2.08 0.42 -2.37 -0.0580
H 2.80 -0.90 -0.49 -0.0546
H 2.72 1.63 -0.32 -0.0536
```

Charge   +1
Energy relative to the best compared isomer or geometry (same formula, charge and spin)   64.67 kJ/mol
Kohn-Sham gap   10.3 eV
Lowest unoccupied orbital energy   -4.579 eV
M   91.21 g mol⁻¹

***

(5)
2 unconnected molecules or ions with the total composition C7H15N4 in a non-equilibrium geometry, computed with ωB97M-V/def2-TZVPD.

Geometry as XYZ:
```
26
Properties=species:S:1:pos:R:3:lowdin_charge:R:1
C 2.22 -1.11 0.48 -0.0543
C 1.95 -0.94 -1.02 -0.3024
C 1.67 0.55 -1.35 -0.1094
N 0.32 0.83 -1.93 0.0750
C -0.57 -0.11 -1.48 -0.4220
N -1.45 0.23 -0.60 0.2857
N -0.41 -1.34 -1.98 0.1149
C 0.86 -1.94 -1.45 -0.0801
H 1.30 -1.30 1.02 0.0798
H 2.73 -0.25 0.89 0.0795
H 2.86 -1.97 0.64 0.0890
H 2.87 -1.20 -1.50 0.1309
H 1.76 1.12 -0.44 0.1086
H 2.39 0.97 -2.02 0.1247
H 0.35 0.67 -2.93 0.1456
H -2.22 -0.35 -0.31 0.1178
H -1.33 1.13 -0.16 0.1361
H -1.22 -1.90 -1.72 0.1484
H 0.60 -2.52 -0.58 0.1154
H 1.22 -2.65 -2.17 0.1218
C -2.59 2.43 3.37 -0.0495
C -2.76 1.22 2.56 -0.2566
N -2.89 0.27 1.95 0.1304
H -3.20 2.34 4.27 0.0938
H -1.55 2.54 3.65 0.0881
H -2.92 3.30 2.80 0.0890
```

Charge   +1
Energy relative to the best compared isomer or geometry (same formula, charge and spin)   35.73 kJ/mol
Kohn-Sham gap   10.8 eV
Lowest unoccupied orbital energy   -3.351 eV
M   155.22 g mol⁻¹

***

(6)
4 unconnected molecules or ions with the total composition C4H15N2OS in a non-equilibrium geometry, computed with ωB97M-V/def2-TZVPD.

Geometry as XYZ:
```
23
Properties=species:S:1:pos:R:3:lowdin_charge:R:1
N 4.45 0.85 1.06 0.0502
C -2.37 0.50 0.01 -0.1478
C -1.93 0.63 1.31 0.0533
C 1.28 -0.20 0.71 -0.1637
S 1.00 -1.65 -0.32 0.9402
C -3.78 0.36 -0.51 -0.2232
N -4.17 -1.12 -0.99 -0.0191
H 3.49 0.49 1.16 -0.0389
H 4.93 0.24 0.38 0.0287
H 4.61 1.83 0.96 0.0219
H -1.55 0.59 -0.72 0.0896
H -0.98 0.23 1.55 -0.0156
H -2.43 1.10 2.18 0.0873
H 1.21 -0.75 1.66 0.0498
H 1.98 0.47 0.11 0.0517
H 1.55 -2.44 0.61 -0.0595
H -4.55 0.62 0.24 0.1141
H -3.89 1.13 -1.32 0.1098
H -3.89 -1.35 -1.98 0.0708
H -5.20 -1.21 -0.96 0.0600
H 3.03 -0.55 -1.31 -0.1062
H 3.41 0.46 -2.17 0.0718
O 3.82 -0.25 -1.65 -0.0251
```

Charge   +1
Energy relative to the best compared isomer or geometry (same formula, charge and spin)   754.39 kJ/mol
Kohn-Sham gap   4.4 eV
Lowest unoccupied orbital energy   -8.092 eV
M   139.24 g mol⁻¹

***

(7)
2 unconnected molecules or ions with the total composition C2H4ClNO in a non-equilibrium geometry, computed with ωB97M-V/def2-TZVPD.

Geometry as XYZ:
```
9
Properties=species:S:1:pos:R:3:lowdin_charge:R:1
C -1.77 -0.24 -0.01 -0.7227
C 1.37 0.50 0.02 -0.0685
N -1.17 0.74 0.42 0.0138
O 1.96 -0.58 0.50 -0.0046
Cl -3.57 0.08 0.05 0.4479
H -1.59 -1.24 -0.44 0.0597
H 1.29 0.60 -1.10 0.0934
H 1.24 1.39 0.68 0.0814
H 2.23 -1.24 -0.13 0.0998
```

Charge   0
Energy relative to the best compared isomer or geometry (same formula, charge and spin)   418.77 kJ/mol
Kohn-Sham gap (spin up / spin down)   6.8 / 9.4 eV
Lowest unoccupied orbital energy (spin up / spin down)   -0.891 / 0.284 eV
M   93.51 g mol⁻¹

***

(8)
2 unconnected molecules or ions with the total composition C21H14BF6N4O7S in a non-equilibrium geometry, computed with ωB97M-V/def2-TZVPD.

Geometry as XYZ:
```
54
Properties=species:S:1:pos:R:3:lowdin_charge:R:1
C 5.67 -1.56 4.41 -0.1379
C 4.35 -1.12 3.92 -0.6233
C 3.57 -0.09 4.43 -0.1574
C 2.33 0.12 3.70 -0.1434
C 2.20 -0.71 2.61 -0.3507
B 0.92 -0.90 1.60 -0.9459
C 1.32 0.10 0.35 -0.0469
C 2.01 -0.39 -0.74 0.0449
C 2.28 0.47 -1.80 -0.1134
C 3.03 -0.05 -3.00 -0.5296
F 3.70 0.94 -3.64 0.1072
F 3.94 -1.01 -2.65 0.1122
F 2.18 -0.62 -3.91 0.1093
C 1.84 1.79 -1.78 0.0331
C 1.15 2.25 -0.66 -0.1153
C 0.64 3.66 -0.58 -0.5277
F -0.72 3.70 -0.45 0.1077
F 1.15 4.30 0.52 0.1130
F 0.97 4.40 -1.67 0.1100
C 0.90 1.41 0.42 0.0439
O 0.87 -2.29 1.19 -0.0262
C -0.36 -2.77 1.68 -0.1721
C -1.19 -1.56 2.15 -0.1686
O -0.31 -0.45 2.21 0.0055
S 3.52 -1.84 2.58 1.0562
H 5.96 -0.96 5.27 0.0684
H 5.66 -2.61 4.70 0.0665
H 6.44 -1.44 3.64 0.0682
H 3.86 0.49 5.29 0.0893
H 1.61 0.86 3.99 0.0991
H 2.34 -1.43 -0.76 0.1332
H 2.03 2.45 -2.62 0.1221
H 0.37 1.77 1.30 0.1352
H -0.87 -3.30 0.86 0.1095
H -0.18 -3.45 2.54 0.1181
H -2.00 -1.37 1.42 0.0911
H -1.62 -1.73 3.15 0.1178
O -5.25 3.09 -3.97 0.0867
N -5.54 2.33 -3.03 -0.3080
O -6.51 2.52 -2.26 0.0547
C -4.74 1.16 -2.74 -0.0508
C -5.04 0.33 -1.66 0.1079
C -4.18 -0.73 -1.27 -0.1029
N -4.57 -1.59 -0.18 -0.3062
O -5.66 -1.39 0.39 0.0746
O -3.78 -2.50 0.17 0.0582
C -2.97 -1.02 -1.95 0.1460
C -2.69 -0.27 -3.13 -0.2039
N -1.72 -0.44 -4.06 0.2026
O -1.95 0.66 -4.95 -0.0538
N -3.06 1.42 -4.61 0.1694
C -3.55 0.81 -3.52 -0.1500
H -5.94 0.52 -1.09 0.1291
H -2.40 -1.94 -1.80 0.1431
```

Charge   -1
Energy relative to the best compared isomer or geometry (same formula, charge and spin)   0.00 kJ/mol
Kohn-Sham gap   3.9 eV
Lowest unoccupied orbital energy   -0.935 eV
M   591.23 g mol⁻¹